50
Properties=species:S:1:pos:R:3:forces:R:3:nbo_charge:R:1 method="wB97M-V/def2-TZVPD" relative_energy_kcal_mol=17.6 total_charge=0 homo_ev=-7.726 smiles="CC1CCN(C(=O)C2CCN(c3nnc(-n4cccc4)s3)CC2)CC1" orbital_gap_ev=8.25 e_tot_ha=-1448.1080
C -6.99065 -2.74894 0.11823 -0.015 0.306 0.113 -0.598
H -7.88083 -2.76042 -0.50588 -0.107 -0.069 -0.079 0.210
H -7.22985 -3.22298 1.06737 -0.041 -0.120 0.081 0.208
H -6.21953 -3.33700 -0.37464 0.093 -0.095 -0.067 0.204
C -6.51215 -1.31761 0.33828 0.224 -0.331 -0.203 -0.216
C -6.18040 -0.63200 -0.98771 -0.158 0.258 0.334 -0.405
C -5.66254 0.78207 -0.73941 -0.036 -0.043 -0.522 -0.224
N -4.49395 0.75610 0.12190 -0.459 -0.006 -0.014 -0.442
C -3.31374 1.19837 -0.36524 0.313 0.159 0.370 0.697
O -3.21299 1.60927 -1.50771 0.143 0.073 -0.344 -0.644
C -2.09748 1.15132 0.56725 -0.027 0.139 -0.167 -0.303
H -2.40139 1.41756 1.58184 0.004 -0.051 -0.060 0.215
C -1.05186 2.16300 0.07560 0.059 -0.009 -0.003 -0.418
H -1.14984 2.26109 -1.00724 0.016 0.039 0.095 0.248
C 0.36681 1.73499 0.41754 0.030 0.277 0.220 -0.209
N 0.66474 0.46696 -0.21020 -0.412 0.321 -0.025 -0.429
C 1.90913 -0.01428 -0.23645 0.922 0.254 0.187 0.283
N 2.24958 -1.18434 -0.67610 -1.562 0.028 -0.173 -0.357
N 3.55459 -1.42036 -0.62260 1.798 -0.257 0.114 -0.264
C 4.25418 -0.45921 -0.14453 -1.557 0.589 0.073 0.231
N 5.61086 -0.47722 -0.00318 0.811 -0.139 0.032 -0.375
C 6.39101 0.52272 0.51408 0.183 0.349 0.172 -0.056
C 7.68950 0.11317 0.48237 -0.040 0.141 0.058 -0.287
C 7.70614 -1.18848 -0.07609 -0.064 -0.086 -0.042 -0.286
C 6.41871 -1.52521 -0.36451 0.172 -0.348 -0.131 -0.044
H 5.99126 -2.40826 -0.79282 -0.092 -0.138 -0.070 0.235
H 8.57357 -1.79594 -0.24141 0.108 -0.160 -0.058 0.224
H 8.53998 0.67269 0.81764 0.104 0.154 0.077 0.224
H 5.95380 1.43921 0.85938 -0.053 0.146 0.056 0.212
S 3.28598 0.95465 0.33337 -0.020 -0.842 -0.343 0.245
C -0.45415 -0.39107 -0.54168 -0.246 -0.368 -0.061 -0.227
H -0.07540 -1.41043 -0.62805 -0.097 0.118 -0.026 0.248
C -1.51122 -0.27476 0.55057 0.063 -0.022 -0.084 -0.398
H -2.29536 -1.00994 0.36906 -0.016 -0.066 0.064 0.217
H -1.05173 -0.50507 1.51450 -0.020 -0.055 0.002 0.212
H -0.88236 -0.09103 -1.50429 0.017 -0.120 0.003 0.207
H 0.49247 1.66008 1.50867 0.035 0.057 -0.018 0.181
H 1.07869 2.48482 0.05457 -0.084 -0.001 0.057 0.211
H -1.24682 3.14199 0.51422 0.023 0.021 -0.048 0.222
C -4.76596 0.15303 1.40592 0.170 -0.322 0.267 -0.208
H -3.87881 0.15246 2.03520 -0.032 0.088 -0.017 0.212
C -5.26927 -1.28276 1.22861 -0.252 0.319 0.063 -0.404
H -5.49332 -1.70551 2.20936 0.016 -0.060 0.047 0.212
H -4.48404 -1.88866 0.77097 0.064 -0.059 -0.004 0.199
H -5.54357 0.74562 1.90603 0.096 -0.026 0.052 0.191
H -5.37104 1.26009 -1.67532 -0.108 -0.004 0.176 0.252
H -6.44006 1.38452 -0.25500 0.010 -0.001 -0.017 0.184
H -7.06614 -0.58490 -1.62231 -0.033 -0.034 -0.072 0.213
H -5.41556 -1.20640 -1.51434 0.040 -0.049 -0.072 0.204
H -7.31074 -0.75248 0.83327 0.012 0.047 0.009 0.192

12
Properties=species:S:1:pos:R:3:forces:R:3:nbo_charge:R:1 method="wB97M-V/def2-TZVPD" relative_energy_kcal_mol=115.8 total_charge=+1 homo_ev=-13.946 orbital_gap_ev=9.38 e_tot_ha=-227.5698
C 1.80315 -0.21334 -2.09927 -0.617 0.591 0.740 -0.261
C 0.95903 -0.04598 -1.24814 -2.556 -0.669 2.090 -0.297
C -0.62801 -0.28353 0.26472 2.251 1.319 -3.343 0.293
N -1.75994 0.46738 0.16666 2.582 -0.092 2.108 -0.734
N 0.32824 -0.10059 1.38348 0.158 3.214 -3.303 -0.696
H 2.55982 -0.10614 -2.82432 0.420 -0.244 -0.433 0.252
H -0.93907 -1.24739 0.10411 0.397 -2.596 -0.367 0.226
H -2.29990 0.15836 -0.56521 -1.875 -1.069 -1.814 0.419
H -1.68332 1.43975 0.12830 0.207 1.923 0.128 0.399
H 0.15353 -0.77274 2.03536 -0.908 -1.739 3.365 0.445
H 0.19364 0.90694 1.56686 0.363 -0.569 1.347 0.461
H 1.31282 -0.20273 1.08745 -0.422 -0.069 -0.518 0.494

14
Properties=species:S:1:pos:R:3:forces:R:3:nbo_charge:R:1 method="wB97M-V/def2-TZVPD" relative_energy_kcal_mol=39.3 total_charge=0 homo_ev=-9.039 smiles="CNC(=O)CN" orbital_gap_ev=10.01 e_tot_ha=-303.8296
N -0.29192 -0.05654 -2.10125 -1.045 -0.468 -0.596 -0.853
C -0.22334 1.05498 -1.16673 -0.609 -0.618 0.391 -0.297
C -0.13130 0.30476 0.19649 -0.767 1.080 -3.083 0.652
N 0.62561 -0.78811 0.34780 1.419 -1.365 1.042 -0.624
C 0.79169 -1.03133 1.82556 -0.722 -1.372 -1.088 -0.422
O -0.87218 0.64321 1.05571 -1.957 1.471 2.612 -0.622
H -1.27523 -0.40337 -1.92814 1.656 0.058 -1.111 0.364
H -0.10632 0.15132 -3.08948 -0.557 0.084 0.677 0.368
H 0.70207 1.62211 -1.19424 0.017 0.348 -0.678 0.202
H -1.18210 1.70718 -1.26854 1.924 -0.746 0.877 0.197
H 1.44507 -1.01126 -0.23961 -1.121 0.448 0.303 0.404
H 1.42079 -0.20934 2.08003 0.421 0.248 1.404 0.193
H -0.20598 -1.03252 2.32882 1.079 0.319 -0.531 0.240
H 1.22095 -2.02775 2.00770 0.260 0.512 -0.220 0.197

149
Properties=species:S:1:pos:R:3:forces:R:3:lowdin_charge:R:1 method="wB97M-V/def2-TZVPD" relative_energy_kcal_mol=24.8 total_charge=0 homo_ev=-8.719 smiles=COC[C@H](C)N.COC[C@H](C)N.COC[C@H](C)N.COC[C@H](C)N.COCCNCCOC.COCCNCCOC.COCCNCCOC.CCO orbital_gap_ev=9.36 e_tot_ha=-2639.2462
C 2.15586 2.86552 -4.63715 -0.366 -0.605 -0.340 -0.081
C 2.23059 2.66736 -3.13014 -1.031 -0.870 -0.102 -0.288
O 0.91226 2.89054 -2.58692 0.217 0.764 -0.201 -0.119
H 2.81472 2.27132 -5.27767 0.645 0.070 0.633 0.057
H 2.27741 3.90293 -4.94113 -0.363 0.042 0.023 0.076
H 1.19396 2.43488 -4.93446 -0.253 0.682 0.039 0.055
H 2.97111 3.33012 -2.67731 0.080 -0.229 0.170 0.104
H 2.34780 1.60739 -2.87789 1.174 0.140 -0.211 0.102
H 0.89715 2.46476 -1.71570 -0.128 -0.036 0.215 0.021
C 2.70630 4.17898 0.37321 -0.785 0.157 0.682 -0.099
O 2.67182 4.28380 1.79207 -0.150 -0.036 0.045 -0.194
C 1.34763 4.45466 2.31193 1.242 -0.233 -0.160 -0.213
C 1.38192 4.10918 3.76622 -1.187 -0.481 1.186 -0.194
N 1.14249 2.66590 3.96006 -0.204 0.923 -0.889 -0.050
C 1.49076 2.18700 5.26906 0.236 -0.745 0.342 -0.219
C 0.92727 0.79807 5.50352 -0.376 0.120 0.005 -0.230
O 1.45697 -0.07795 4.52492 -0.155 0.000 0.519 -0.186
C 0.82319 -1.34649 4.49196 0.486 -0.243 -0.354 -0.093
H 3.74149 4.29049 0.06440 -0.052 -0.089 -0.152 0.093
H 2.06456 4.95339 -0.06436 0.266 0.098 -0.197 0.096
H 2.26747 3.21933 0.09731 0.407 -0.072 -0.442 0.054
H 0.65248 3.73954 1.86211 -0.213 0.306 -0.264 0.098
H 1.01805 5.48024 2.13509 -0.124 0.024 -0.072 0.129
H 0.51183 4.60966 4.21244 0.292 0.177 0.250 0.120
H 2.29052 4.38628 4.31053 0.096 0.509 -0.399 0.124
H 1.63258 2.22921 3.18893 0.208 -0.668 0.530 0.082
H 1.07637 2.83203 6.04776 -0.211 0.192 -0.208 0.123
H 2.57084 2.16455 5.47283 0.132 0.009 -0.160 0.123
H -0.16754 0.81701 5.43864 -0.032 0.168 -0.367 0.096
H 1.10402 0.46977 6.53490 0.529 -0.154 -0.022 0.124
H 1.50189 -2.14150 4.81333 0.201 0.124 0.118 0.084
H 0.57890 -1.54128 3.44747 -0.362 -0.094 0.068 0.059
H -0.05800 -1.42391 5.12974 -0.179 0.289 -0.156 0.085
C 1.61785 -4.33254 0.61818 -0.435 -1.381 0.020 -0.110
O 2.44084 -4.05621 -0.48788 -0.471 0.705 0.200 -0.176
C 3.46431 -3.11690 -0.25099 1.216 0.185 0.138 -0.234
C 4.74352 -3.63424 -0.91278 -0.197 -0.795 1.092 -0.187
N 5.65157 -4.30775 0.04706 0.127 1.551 -0.368 -0.056
C 6.72983 -4.95465 -0.66561 -0.352 -1.111 0.335 -0.226
C 7.22927 -6.20980 0.04471 0.342 -0.357 -0.582 -0.237
O 6.17046 -7.07345 0.42470 -0.423 0.051 -0.183 -0.205
C 6.64964 -8.39683 0.66797 0.421 1.026 -1.042 -0.092
H 0.81239 -4.97178 0.24762 -0.224 0.408 -0.170 0.090
H 1.18858 -3.48809 1.15981 0.169 0.338 -0.262 0.068
H 2.09687 -5.01213 1.33557 0.464 0.405 0.156 0.089
H 3.60644 -2.93259 0.82166 0.159 -0.424 0.052 0.120
H 3.35872 -2.09481 -0.64511 -1.122 -0.267 -0.319 0.097
H 5.17380 -2.78071 -1.43859 0.664 -0.363 0.028 0.116
H 4.46648 -4.44577 -1.59350 -0.341 0.565 -0.683 0.116
H 5.09956 -4.94850 0.60091 0.163 -0.327 -0.178 0.101
H 7.58263 -4.29964 -0.86291 -0.061 0.172 0.269 0.120
H 6.40542 -5.30351 -1.65806 -0.204 0.068 -0.048 0.112
H 7.90331 -6.01738 0.88366 -0.141 0.193 0.235 0.123
H 7.81365 -6.74156 -0.71597 0.301 0.019 0.081 0.111
H 5.84170 -9.12074 0.62378 -0.270 0.243 0.752 0.087
H 7.25715 -8.33236 1.56975 -0.109 -0.773 0.212 0.090
H 7.27266 -8.67830 -0.19096 0.320 -0.067 0.210 0.081
C -2.57429 4.85794 0.66601 0.424 -0.096 -0.372 -0.099
O -1.99699 3.59437 0.92117 -0.025 -0.286 0.977 -0.239
C -1.71908 2.85186 -0.26409 0.463 0.790 0.508 -0.187
C -1.05772 1.51331 0.10799 -0.730 1.716 -1.434 -0.173
N 0.39262 1.59094 0.10382 0.420 -0.465 0.132 -0.042
C 0.94242 0.26278 0.35775 0.212 -0.576 1.099 -0.176
C 2.35374 0.22706 0.94754 0.056 -0.729 -1.466 -0.190
O 3.30662 0.60418 -0.05289 -0.189 0.439 0.057 -0.207
C 4.53242 1.01219 0.52247 0.051 0.254 -0.346 -0.101
H -3.60472 4.73754 0.32068 0.013 0.156 -0.270 0.085
H -1.93410 5.36788 -0.06236 -0.376 0.171 -0.275 0.089
H -2.58900 5.49571 1.54811 0.080 -0.433 0.319 0.088
H -1.02543 3.48698 -0.82682 -0.119 -0.339 -0.576 0.115
H -2.66420 2.71798 -0.80043 0.098 -0.189 -0.223 0.112
H -1.25877 0.88864 -0.76634 -0.437 -0.568 0.464 0.117
H -1.58648 1.23842 1.02726 0.466 -0.766 0.102 0.123
H 0.76230 2.18615 0.83236 -0.337 0.136 0.158 0.072
H 0.90805 -0.44163 -0.48000 0.118 0.599 -0.569 0.122
H 0.28912 -0.25778 1.07161 0.221 0.151 0.409 0.091
H 2.55064 -0.83819 1.09736 -0.076 -0.044 0.738 0.100
H 2.52244 0.77759 1.87319 -0.296 0.146 0.068 0.112
H 5.29444 1.06324 -0.25574 -0.112 -0.260 -0.122 0.090
H 4.85711 0.30780 1.29194 0.071 0.100 0.122 0.093
H 4.44886 2.03429 0.90550 -0.051 -0.131 0.422 0.074
C -3.94739 -1.85723 1.98673 -0.467 0.073 -0.159 -0.060
C -2.84650 -2.35036 1.02828 -1.349 -0.861 1.697 -0.401
C -3.04468 -1.74321 -0.33517 0.818 0.853 -0.590 -0.210
O -1.87046 -2.01294 -1.09137 -0.152 0.465 -0.062 -0.208
C -1.98821 -1.67198 -2.45989 0.440 -0.831 -0.154 -0.093
N -1.55232 -2.07008 1.69380 -0.373 0.827 -1.519 0.064
H -3.60502 -1.89314 3.01767 0.149 -0.040 -0.045 0.059
H -4.88613 -2.41721 1.96446 0.074 -0.066 -0.330 0.077
H -4.19068 -0.81727 1.74937 0.012 0.053 0.162 0.063
H -2.97792 -3.43201 0.90856 0.148 -0.003 -0.039 0.137
H -3.17845 -0.64956 -0.30755 0.129 0.052 0.368 0.108
H -3.95143 -2.08094 -0.85045 0.045 -0.522 0.199 0.136
H -2.59921 -2.45281 -2.92288 -0.165 0.318 -0.355 0.095
H -0.98538 -1.73121 -2.88610 -0.017 -0.098 0.034 0.068
H -2.36360 -0.67284 -2.69965 -0.291 0.047 0.458 0.087
H -1.10248 -2.93224 1.96756 0.090 -0.048 -0.200 0.065
H -1.04219 -1.65588 0.91477 0.764 -0.307 0.498 0.033
C -3.00736 3.11946 5.22976 0.621 0.763 -0.878 -0.062
C -2.93090 2.03340 4.13383 0.844 0.344 1.277 -0.413
C -3.11866 0.66950 4.84260 -0.596 0.667 -1.040 -0.203
O -4.45183 0.61835 5.32744 -0.622 -0.096 0.325 -0.208
C -4.55816 0.51627 6.74716 1.305 -0.351 -0.889 -0.092
N -3.92368 2.22558 3.08209 -0.537 -1.055 0.128 0.070
H -2.90570 4.11515 4.78475 -0.234 -0.071 -0.202 0.067
H -2.13183 3.07796 5.88456 -0.188 -0.393 0.264 0.068
H -3.94334 3.12299 5.78177 -0.011 -0.240 0.045 0.070
H -1.92075 2.04516 3.70612 0.084 0.031 0.137 0.120
H -2.40129 0.50140 5.64783 0.120 0.073 -0.066 0.106
H -3.01466 -0.08580 4.05780 0.147 -0.314 0.289 0.097
H -3.92426 1.28795 7.19221 -0.273 0.079 0.325 0.077
H -4.12096 -0.45651 7.00112 -0.303 -0.019 0.521 0.087
H -5.58988 0.59665 7.06972 -0.068 0.026 -0.170 0.088
H -3.52675 2.42154 2.17033 0.435 0.236 0.228 0.040
H -4.33251 1.29651 2.99829 -0.604 0.382 -0.317 0.051
C -5.63602 1.65642 -1.53654 0.316 0.640 -0.437 -0.055
C -5.49905 2.03004 -3.02748 -1.621 -0.162 0.858 -0.414
C -6.44612 1.12287 -3.82532 0.814 0.247 -1.216 -0.239
O -6.32742 -0.20312 -3.39400 0.130 -0.568 0.438 -0.188
C -7.17399 -1.07308 -4.08462 -0.798 -0.014 -1.112 -0.123
N -5.99681 3.38149 -3.28645 0.710 0.591 -0.103 0.026
H -6.70816 1.74815 -1.35173 -0.005 -0.621 0.381 0.086
H -5.17490 2.38630 -0.86466 0.237 0.073 -0.223 0.060
H -5.20098 0.68093 -1.33188 -0.425 -0.155 0.150 0.060
H -4.48582 1.91252 -3.40828 0.063 0.160 0.035 0.136
H -6.14653 1.21661 -4.88257 0.064 -0.230 -0.006 0.127
H -7.48323 1.48443 -3.86404 -0.075 -0.039 0.755 0.127
H -8.23398 -0.89202 -3.86489 0.032 0.168 0.162 0.090
H -7.00726 -2.13627 -3.91764 0.540 0.191 0.576 0.086
H -7.06600 -0.93755 -5.17007 0.051 0.074 -0.007 0.088
H -6.92952 3.52620 -2.91583 -0.069 -0.356 -0.010 0.070
H -5.42647 4.05983 -2.79006 0.106 -0.015 -0.189 0.068
C 2.55097 -0.35555 -7.30663 -0.145 -0.700 0.407 -0.055
C 1.22286 -0.70467 -6.64353 -0.606 2.290 0.557 -0.402
C 1.34640 -0.73929 -5.11850 0.975 -2.342 0.544 -0.178
O 1.88569 -2.05784 -4.83368 -0.410 0.220 0.250 -0.199
C 2.27142 -2.21785 -3.48941 1.280 -0.459 -0.180 -0.124
N 0.27759 0.38814 -6.99603 -0.322 -0.325 -0.172 0.031
H 2.47013 -0.06354 -8.35078 -0.310 -0.310 -0.077 0.075
H 3.15442 -1.25892 -7.19843 0.568 0.410 -0.083 0.081
H 2.97308 0.51046 -6.79353 0.278 -0.208 0.113 0.062
H 0.83341 -1.67640 -6.93797 -0.070 0.078 -0.262 0.140
H 0.38845 -0.69452 -4.58963 -0.193 0.364 -0.288 0.112
H 2.05441 -0.06038 -4.63062 -0.191 0.640 -0.551 0.107
H 3.26801 -1.78655 -3.31585 -0.153 0.621 0.023 0.087
H 2.49317 -3.27213 -3.31903 -0.648 -0.147 0.041 0.086
H 1.58000 -1.82808 -2.74020 -0.268 -0.035 -0.115 0.076
H -0.67274 0.17103 -6.71112 0.061 -0.156 -0.026 0.066
H 0.51823 1.21597 -6.45940 0.129 0.016 -0.165 0.041